Below is a molecular structure, C12H19N5NiO5SSe2, with properties calculated with the ωB97M-V functional and the def2-TZVPD basis.

Last column: Mulliken charge in e.
Element x y z (Å)
Ni1 -0.88 -0.70 -0.03  0.611
C1 1.67 -5.05 -0.22  -1.074
C2 2.27 -3.73 0.06  0.850
N1 3.53 -3.45 0.26  -0.903
N2 3.54 -2.09 0.44  0.201
C3 2.33 -1.50 0.34  0.150
S1 1.83 0.08 0.44  -0.444
N3 1.53 -2.59 0.12  0.288
N4 0.17 -2.45 -0.11  -0.560
H1 2.46 -5.78 -0.34  0.341
H2 1.05 -5.00 -1.12  0.282
H3 1.00 -5.35 0.59  0.281
H4 4.41 -1.59 0.53  0.194
H5 -0.05 -2.68 -1.12  0.541
H6 -0.37 -3.18 0.38  0.442
C4 -2.55 2.79 1.19  -1.400
C5 -2.58 1.70 0.12  1.849
C6 -2.63 2.31 -1.28  -1.455
C7 -3.81 0.82 0.34  -1.836
O1 -1.39 0.96 0.24  -0.689
H7 -3.47 3.38 1.15  0.381
H8 -1.69 3.44 1.04  0.152
H9 -2.46 2.34 2.18  0.352
H10 -3.55 2.87 -1.43  0.388
H11 -2.57 1.52 -2.03  0.295
H12 -1.77 2.98 -1.41  0.248
H13 -4.72 1.41 0.22  0.428
H14 -3.80 0.40 1.35  0.367
H15 -3.83 -0.02 -0.35  0.365
O2 -1.91 -4.30 0.03  -0.789
Se1 -2.38 -3.30 -1.18  1.135
O3 -3.84 -3.62 -1.79  -0.784
O4 -2.41 -1.75 -0.49  -0.509
O5 -1.19 -3.27 -2.31  -0.809
Se2 0.95 3.42 0.09  -0.428
C8 1.70 5.13 0.04  0.006
C9 2.03 5.86 1.20  -0.291
C10 2.55 7.14 1.11  -0.228
N5 2.79 7.79 -0.03  -0.699
C11 2.49 7.10 -1.13  -0.209
C12 1.97 5.82 -1.15  -0.318
H16 1.87 5.41 2.17  0.330
H17 2.79 7.68 2.03  0.307
H18 2.69 7.61 -2.08  0.308
H19 1.76 5.34 -2.10  0.330

LUMO ... 0.1622 Eh
Net charge ... -2
Frontier orbital gap ... 5.58 eV
HOMO level ... -1.17 eV
Energy above the lowest of the compared OMol25 structures with the same formula, charge and spin ... 12.1 kcal/mol
Energy ... -7827.9674 Ha